Formula: C6H14O
Source: the OMol25 dataset
Level of theory: ωB97M-V/def2-TZVPD

Cartesian coordinates (Å):
C 2.04659 -1.09028 1.71710
C 1.58086 -0.99427 0.48090
C 1.52464 -2.19563 -0.41990
O 0.18579 -2.72097 -0.35236
H 2.02867 -0.27945 2.43230
H 2.47257 -2.02297 2.06949
H 1.17099 -0.08070 0.07805
H 1.71737 -1.91714 -1.45956
H 2.23850 -2.95306 -0.09693
H 0.22103 -3.67255 -0.44202
C -1.36525 2.82115 -0.88641
C -1.08525 1.72197 0.17806
C -1.63024 0.37395 -0.27600
H -0.89082 2.45322 -1.79500
H -0.95640 3.78827 -0.60488
H -2.44338 2.90910 -1.00748
H -1.48620 2.03892 1.14239
H -0.00302 1.67883 0.31616
H -1.42001 -0.36863 0.49446
H -2.71663 0.45213 -0.34908
H -1.18981 0.05811 -1.21926

Forces on atoms 1 to 6 (eV/Å):
0.058 0.084 -0.033
0.204 -0.453 0.048
-0.522 0.059 -0.059
0.056 0.216 0.061
0.020 0.143 -0.104
-0.064 -0.047 0.017

LUMO energy   0.0335 Eh
Gap between HOMO and LUMO   0.4024 Eh
F_max   1.3 eV/Å
SMILES   C=CCO.CCC
Charge   0
Energy relative to the best compared isomer or geometry (same formula, charge and spin)   36.1 kcal/mol

Charges computed using Löwdin, reported in e: 0.020 -0.161 -0.257 -0.079 0.054 0.060 0.072 0.109 0.110 0.073 -0.117 -0.326 -0.132 0.066 0.062 0.065 0.097 0.075 0.063 0.072 0.073


Formula: C6H14O
Source: the OMol25 dataset
Level of theory: ωB97M-V/def2-TZVPD

Cartesian coordinates (Å):
C 1.24851 2.47322 -0.75967
O 0.96549 1.39513 0.05744
C -0.07561 0.70927 -0.52807
C -0.30547 -0.62834 0.24219
C -1.14648 -1.48854 -0.69242
C 1.04184 -1.30540 0.53279
C -1.06331 -0.47632 1.59277
H 1.10480 1.94397 -1.86030
H 2.19181 2.90516 -0.37112
H 0.44997 3.23271 -0.71676
H 0.29141 0.82960 -1.78959
H -0.99810 1.31732 -0.56138
H -2.09769 -0.98868 -0.91670
H -1.36426 -2.46316 -0.24340
H -0.60401 -1.63681 -1.63140
H 1.63489 -0.73652 1.25798
H 1.62891 -1.39348 -0.38689
H 0.88108 -2.31153 0.94203
H -0.50328 0.11426 2.32818
H -1.22802 -1.47255 2.04056
H -2.05247 -0.01931 1.46376

Forces on atoms 1 to 6 (eV/Å):
-0.097 -0.168 -1.126
-0.107 0.164 0.442
0.112 -0.097 -1.349
0.034 0.039 -0.423
-0.062 -0.131 -0.108
0.028 0.002 -0.099

LUMO energy   0.0335 Eh
Gap between HOMO and LUMO   0.3979 Eh
F_max   3.7 eV/Å
SMILES   COCC(C)(C)C
Charge   0
Energy relative to the best compared isomer or geometry (same formula, charge and spin)   48.9 kcal/mol

Charges computed using Löwdin, reported in e: -0.133 -0.205 -0.234 -0.575 -0.076 -0.059 -0.051 0.105 0.099 0.086 0.158 0.126 0.086 0.085 0.083 0.083 0.088 0.086 0.083 0.086 0.080


Formula: C6H14O
Source: the OMol25 dataset
Level of theory: ωB97M-V/def2-TZVPD

Cartesian coordinates (Å):
C -0.37049 -1.97093 -2.10158
O -0.15055 -0.85097 -1.43914
C -0.34236 -0.69749 -0.16570
C 0.00081 0.62896 0.45057
C 0.36174 0.38213 1.92072
C 1.18539 1.26963 -0.27864
C -1.22224 1.56364 0.37874
H 0.81681 -2.75221 -0.72385
H -0.14972 -1.88875 -3.15602
H -1.16897 -2.61761 -1.74955
H 0.88226 -2.37553 -0.03057
H -1.06234 -1.36434 0.30871
H -0.45848 -0.11889 2.44996
H 0.55784 1.33477 2.42641
H 1.25433 -0.24763 2.00127
H 0.94615 1.47192 -1.32775
H 2.06255 0.61372 -0.25296
H 1.44608 2.21852 0.20287
H -1.51179 1.74638 -0.66237
H -0.99500 2.52878 0.84830
H -2.08204 1.12589 0.90061

Forces on atoms 1 to 6 (eV/Å):
-0.177 -0.090 -0.166
0.069 0.020 0.164
-0.118 -0.047 -0.062
0.041 -0.004 -0.006
0.017 -0.005 0.078
0.047 0.028 -0.043

LUMO energy (spin up / spin down)   0.0281 / 0.0282 Eh
Gap between HOMO and LUMO (spin up / spin down)   0.2969 / 0.2970 Eh
F_max   0.3 eV/Å
Charge   0
Energy relative to the best compared isomer or geometry (same formula, charge and spin)   101.5 kcal/mol

Charges computed using Löwdin, reported in e: -0.101 -0.144 -0.186 -0.595 -0.060 -0.047 -0.051 0.064 0.063 0.068 0.080 0.132 0.085 0.086 0.085 0.085 0.092 0.088 0.087 0.085 0.085


Formula: C6H14O
Source: the OMol25 dataset
Level of theory: ωB97M-V/def2-TZVPD

Cartesian coordinates (Å):
C 2.24522 -0.28715 0.15053
C 1.67843 0.85366 -0.75157
C 0.49640 1.63287 -0.19146
C -0.43695 0.65091 0.54154
C -2.53848 -0.80202 0.56967
C -1.53150 0.05533 -0.14759
H 2.91022 -0.99357 -0.37216
H 1.27606 -0.85108 0.37947
H 2.80708 0.02687 1.01810
H 2.41298 1.50945 -1.23662
H 1.15529 0.28828 -1.52560
H -0.09658 1.98858 -1.12386
H 0.85735 2.41592 0.49141
H -0.49691 1.03880 1.46746
H -0.43781 -0.42233 -0.29296
H -3.10483 -0.21546 1.27089
H -3.24179 -1.36130 -0.04490
H -2.03043 0.75956 -0.82945
H 0.06294 -2.65089 -0.62605
H -2.04344 -1.59925 1.16866
O 0.05674 -2.03718 0.08450

Forces on atoms 1 to 6 (eV/Å):
-1.153 0.484 -0.269
0.642 -1.262 -0.589
-1.133 -0.496 -1.175
-2.209 3.749 -4.235
0.880 -1.518 0.879
-1.075 2.425 2.868

LUMO energy   -0.0490 Eh
Gap between HOMO and LUMO   0.2387 Eh
F_max   6.1 eV/Å
Charge   0
Energy relative to the best compared isomer or geometry (same formula, charge and spin)   164.8 kcal/mol

Charges computed using Löwdin, reported in e: -0.107 -0.259 -0.176 -0.057 -0.076 -0.148 0.078 0.025 0.057 0.105 0.100 0.144 0.119 0.114 0.134 0.075 0.080 0.160 -0.069 0.088 -0.387


Formula: C6H14O
Source: the OMol25 dataset
Level of theory: ωB97M-V/def2-TZVPD

Cartesian coordinates (Å):
C 2.38008 -1.48217 -0.70483
O 1.13681 -1.10663 -0.49693
C 0.75429 -0.04094 0.13260
C -0.72120 0.22519 0.25750
C -0.90272 1.72466 0.52579
C -1.44978 -0.16570 -1.03328
C -1.29891 -0.57765 1.44011
H 2.50849 0.39385 -1.60137
H 2.46589 -2.41889 -1.23673
H 3.13715 -1.14076 -0.00517
H 1.99241 0.92892 -1.37275
H 1.47344 0.42131 0.80974
H -0.35413 2.03667 1.42328
H -1.96196 1.95808 0.68375
H -0.53930 2.31984 -0.31909
H -1.33170 -1.23292 -1.24746
H -1.05642 0.39656 -1.88719
H -2.52102 0.04731 -0.94035
H -1.16799 -1.65354 1.27875
H -2.37105 -0.37686 1.55880
H -0.79857 -0.31104 2.37870

Forces on atoms 1 to 6 (eV/Å):
0.252 -0.189 0.118
-0.216 -0.064 -0.110
0.003 0.152 0.219
-0.002 0.009 -0.020
-0.010 0.074 0.016
-0.012 -0.035 -0.060

LUMO energy (spin up / spin down)   0.0283 / 0.0297 Eh
Gap between HOMO and LUMO (spin up / spin down)   0.2935 / 0.3003 Eh
F_max   0.3 eV/Å
Charge   0
Energy relative to the best compared isomer or geometry (same formula, charge and spin)   101.2 kcal/mol

Charges computed using Löwdin, reported in e: -0.094 -0.139 -0.183 -0.594 -0.061 -0.049 -0.051 0.061 0.063 0.069 0.075 0.132 0.084 0.086 0.085 0.084 0.090 0.087 0.086 0.084 0.085


Formula: C6H14O
Source: the OMol25 dataset
Level of theory: ωB97M-V/def2-TZVPD

Cartesian coordinates (Å):
C 0.43392 -2.22540 1.99963
C 0.49445 -2.26829 0.46858
C -0.39301 -1.17436 -0.15606
C 0.30240 0.08000 -0.71030
C -0.61734 1.29668 -0.58585
C -0.01698 2.60436 -1.06740
O -0.95971 3.62571 -0.79220
H 1.00810 -3.04294 2.44700
H -0.60166 -2.31600 2.35365
H 0.82361 -1.27885 2.39521
H 1.53788 -2.16749 0.14364
H 0.16299 -3.25857 0.13294
H -1.05339 -1.59042 -0.92595
H -1.05431 -0.84722 0.65234
H 0.59484 -0.06221 -1.76156
H 1.23445 0.26685 -0.15818
H -1.55356 1.12522 -1.13390
H -0.89555 1.42494 0.46829
H 0.93607 2.79351 -0.54593
H 0.20280 2.54732 -2.14614
H -0.58600 4.46717 -1.07780

Forces on atoms 1 to 6 (eV/Å):
0.035 -0.032 0.062
0.033 -0.043 -0.026
-0.135 0.019 0.091
0.065 0.025 0.031
-0.036 0.015 0.028
0.273 -0.385 -0.079

LUMO energy   0.0375 Eh
Gap between HOMO and LUMO   0.4165 Eh
F_max   0.5 eV/Å
SMILES   CCCCCCO
Charge   0
Energy relative to the best compared isomer or geometry (same formula, charge and spin)   12.7 kcal/mol

Charges computed using Löwdin, reported in e: -0.126 -0.265 -0.226 -0.215 -0.214 -0.293 -0.073 0.066 0.072 0.073 0.102 0.099 0.111 0.096 0.115 0.113 0.124 0.119 0.119 0.119 0.084